1.
Here is a gas-phase ion, C4H11NO2 (charge +1) in a non-equilibrium geometry from the Open Molecules 2025 dataset. Energies are from ωB97M-V/def2-TZVPD.

The total energy is -363.88731 hartree. As for the total charge: +1. The calculation puts the highest occupied orbital energy (spin up / spin down) at -14.77 / -14.68 eV. As for the spin multiplicity: 2.

Bonds (Å) are listed after each position.
Positions of all 18 atoms, in Å:
1 O -0.452 0.456 1.893  C5 1.414, H15 0.964
2 O -0.833 2.350 -1.589  C4 1.365, H10 0.965
3 N 0.626 0.857 -0.648  C4 1.466, C6 1.432, H14 1.023
4 C -0.704 1.037 -1.240  O2 1.365, N3 1.466, H12 1.095, H17 1.100
5 C -0.217 -0.933 1.768  O1 1.414, C7 1.532, H11 1.094, H13 1.086
6 C 1.114 -0.466 -0.393  N3 1.432, C7 1.509, H9 1.089, H16 1.105
7 C 0.181 -1.382 0.359  C5 1.532, C6 1.509, H8 1.091, H18 1.090
8 H -0.720 -1.654 -0.195  C7 1.091
9 H 1.360 -1.018 -1.299  C6 1.089
10 H -1.754 2.617 -1.479  O2 0.965
11 H 0.545 -1.223 2.496  C5 1.094
12 H -0.749 0.361 -2.100  C4 1.095
13 H -1.162 -1.430 1.964  C5 1.086
14 H 1.345 1.412 -1.118  N3 1.023
15 H 0.111 1.005 1.335  O1 0.964
16 H 2.053 -0.360 0.179  C6 1.105
17 H -1.419 0.710 -0.471  C4 1.100
18 H 0.675 -2.337 0.537  C7 1.090

---

2.
Here is 2 unconnected molecules or ions with the total composition C4H11NO2 in a non-equilibrium geometry from the Open Molecules 2025 dataset. Energies are from ωB97M-V/def2-TZVPD.

The total energy is -363.88898 hartree. As for the total charge: +1. The calculation puts the highest occupied orbital energy (spin up / spin down) at -14.60 / -14.60 eV. As for the spin multiplicity: 2.

Bonds (Å) are listed after each position.
Positions of all 18 atoms, in Å:
1 O 0.456 3.632 -1.042  H9 0.965, H17 0.971
2 O -0.989 0.936 1.451  C6 1.175
3 N 0.215 -1.247 0.257  C5 1.388, C7 1.454, H8 1.025
4 C -0.841 -2.992 -1.115  C7 1.527, H14 1.079, H15 1.092, H16 1.098
5 C 0.969 -0.118 0.547  N3 1.388, C6 1.598, H11 1.087, H18 1.086
6 C 0.169 0.794 1.589  O2 1.175, C5 1.598, H10 1.102
7 C -0.179 -1.616 -1.093  N3 1.454, C4 1.527, H12 1.103, H13 1.101
8 H 0.486 -2.097 0.761  N3 1.025
9 H -0.054 4.450 -1.008  O1 0.965
10 H 0.826 1.362 2.266  C6 1.102
11 H 1.046 0.405 -0.402  C5 1.087
12 H -0.890 -0.863 -1.473  C7 1.103
13 H 0.756 -1.559 -1.671  C7 1.101
14 H -0.579 -3.594 -1.972  C4 1.079
15 H -0.676 -3.522 -0.175  C4 1.092
16 H -1.930 -2.896 -1.227  C4 1.098
17 H 0.909 3.652 -0.184  O1 0.971
18 H 1.936 -0.307 1.003  C5 1.086

---

3.
Here is 2 unconnected molecules or ions with the total composition C4H11NO2 in a non-equilibrium geometry from the Open Molecules 2025 dataset. Energies are from ωB97M-V/def2-TZVPD.

The total energy is -363.89086 hartree. As for the total charge: +1. The calculation puts the highest occupied orbital energy (spin up / spin down) at -15.54 / -15.55 eV. As for the spin multiplicity: 2.

Bonds (Å) are listed after each position.
Positions of all 18 atoms, in Å:
1 O -1.022 2.436 0.982  H17 0.962, H18 0.968
2 O 2.059 0.321 0.998  C5 1.192
3 N 0.358 -0.663 -0.211  C4 1.419, C5 1.403, C7 1.483
4 C -0.646 -0.038 -0.995  N3 1.419, C6 1.543, H8 1.116, H11 1.094
5 C 1.588 -0.009 -0.047  O2 1.192, N3 1.403, H9 1.106
6 C -1.582 -0.966 -1.795  C4 1.543, H10 1.083, H12 1.089, H14 1.084
7 C -0.039 -1.551 0.909  N3 1.483, H13 1.101, H15 1.086, H16 1.086
8 H -1.254 0.511 -0.236  C4 1.116
9 H 2.065 0.179 -1.027  C5 1.106
10 H -2.148 -0.421 -2.539  C6 1.083
11 H -0.232 0.779 -1.593  C4 1.094
12 H -0.939 -1.640 -2.361  C6 1.089
13 H 0.086 -0.951 1.823  C7 1.101
14 H -2.264 -1.439 -1.098  C6 1.084
15 H 0.543 -2.458 0.782  C7 1.086
16 H -1.121 -1.647 0.931  C7 1.086
17 H -0.818 3.011 1.725  O1 0.962
18 H -0.141 2.222 0.641  O1 0.968

---

4.
Here is 3 unconnected molecules or ions with the total composition C4H11NO2 in a non-equilibrium geometry from the Open Molecules 2025 dataset. Energies are from ωB97M-V/def2-TZVPD.

The total energy is -363.87737 hartree. As for the total charge: +1. The calculation puts the highest occupied orbital energy (spin up / spin down) at -13.94 / -13.94 eV. As for the spin multiplicity: 2.

Bonds (Å) are listed after each position.
Positions of all 18 atoms, in Å:
1 O 0.444 -0.919 -2.499  H9 0.953, H12 0.948
2 O 3.809 -0.364 -0.291  H14 0.992, H16 0.907
3 N -0.922 2.488 -0.400  C6 1.466, H10 0.969, H15 0.982
4 C -0.972 -0.705 1.517  C5 1.365, C7 1.448, H13 1.052
5 C -0.804 -2.044 1.306  C4 1.365, H11 1.030, H18 1.139
6 C -0.702 1.573 0.724  N3 1.466, C7 1.330, H17 1.038
7 C -0.973 0.296 0.471  C4 1.448, C6 1.330, H8 1.054
8 H -1.379 -0.043 -0.440  C7 1.054
9 H -0.215 -0.283 -2.236  O1 0.953
10 H -0.789 3.445 -0.314  N3 0.969
11 H -0.605 -2.500 0.404  C5 1.030
12 H 0.301 -1.292 -3.358  O1 0.948
13 H -1.112 -0.497 2.538  C4 1.052
14 H 3.529 -0.114 0.627  O2 0.992
15 H -1.590 2.309 -1.098  N3 0.982
16 H 3.052 -0.609 -0.726  O2 0.907
17 H -0.220 1.976 1.551  C6 1.038
18 H -0.852 -2.717 2.224  C5 1.139

---

5.
Here is 2 unconnected molecules or ions with the total composition C4H11NO2P in a non-equilibrium geometry from the Open Molecules 2025 dataset. Energies are from ωB97M-V/def2-TZVPD.

The total energy is -705.34745 hartree. As for the total charge: +1. The calculation puts the highest occupied orbital energy at -14.74 eV. As for the spin multiplicity: 1.

Bonds (Å) are listed after each position.
Positions of all 19 atoms, in Å:
1 P -0.145 -1.037 0.406  O3 1.484, C5 1.792, C7 1.881, H11 1.370
2 O -4.244 0.287 0.210  C8 1.127
3 O 1.221 -1.357 0.888  P1 1.484
4 N 2.053 0.993 0.682  C6 1.509, H10 1.046, H14 1.051, H16 1.056
5 C -0.541 -2.021 -1.038  P1 1.792, H9 1.134, H15 1.035, H17 1.081
6 C 1.050 1.376 -0.380  N4 1.509, C7 1.568, H18 1.039, H19 1.028
7 C -0.349 0.793 0.021  P1 1.881, C6 1.568, H12 1.180, H13 1.046
8 C -3.279 0.584 0.712  O2 1.127
9 H 0.195 -2.157 -1.890  C5 1.134
10 H 3.010 1.000 0.262  N4 1.046
11 H -1.093 -1.362 1.341  P1 1.370
12 H -0.826 1.315 0.966  C7 1.180
13 H -1.150 1.063 -0.595  C7 1.046
14 H 2.210 1.729 1.415  N4 1.051
15 H -0.705 -2.986 -0.700  C5 1.035
16 H 1.911 -0.021 0.938  N4 1.056
17 H -1.431 -1.555 -1.436  C5 1.081
18 H 0.940 2.403 -0.492  C6 1.039
19 H 1.174 0.954 -1.309  C6 1.028

---

6.
Here is 2 unconnected molecules or ions with the total composition C4H11NO2S in a non-equilibrium geometry from the Open Molecules 2025 dataset. Energies are from ωB97M-V/def2-TZVPD.

The total energy is -762.40261 hartree. As for the total charge: 0. The calculation puts the highest occupied orbital energy at -9.25 eV. As for the spin multiplicity: 1. The SMILES is N[C@@H](C=O)CCS.O.

Bonds (Å) are listed after each position.
Positions of all 19 atoms, in Å:
1 S -1.364 -0.470 -2.710  C6 1.826, H15 1.337
2 O -0.113 1.060 2.319  C7 1.194
3 O -3.121 1.582 1.265  H17 0.970, H18 0.964
4 N 1.814 -1.259 0.312  C8 1.461, H13 1.017, H19 1.023
5 C 0.188 0.406 -0.501  C6 1.530, C8 1.525, H11 1.096, H12 1.089
6 C 0.253 -0.196 -1.906  S1 1.826, C5 1.530, H9 1.099, H14 1.089
7 C 0.732 0.317 1.919  O2 1.194, C8 1.519, H10 1.114
8 C 0.608 -0.506 0.647  N4 1.461, C5 1.525, C7 1.519, H16 1.080
9 H 0.782 -1.159 -1.863  C6 1.099
10 H 1.678 0.189 2.492  C7 1.114
11 H 0.721 1.362 -0.457  C5 1.096
12 H -0.831 0.766 -0.363  C5 1.089
13 H 2.642 -0.670 0.309  N4 1.017
14 H 0.810 0.406 -2.622  C6 1.089
15 H -1.404 -1.802 -2.601  S1 1.337
16 H -0.163 -1.233 0.849  C8 1.080
17 H -2.886 1.087 0.464  O3 0.970
18 H -2.343 2.118 1.453  O3 0.964
19 H 1.998 -1.998 0.994  N4 1.023

---

7.
Here is 2 unconnected molecules or ions with the total composition C4H11NO2S in a non-equilibrium geometry from the Open Molecules 2025 dataset. Energies are from ωB97M-V/def2-TZVPD.

The total energy is -762.12821 hartree. As for the total charge: 0. The calculation puts the highest occupied orbital energy at -4.51 eV. As for the spin multiplicity: 1.

Bonds (Å) are listed after each position.
Positions of all 19 atoms, in Å:
1 S 0.134 0.872 0.708  C5 1.850, C8 1.876, H17 1.403
2 O -2.435 -4.545 1.580  H10 0.952
3 O 0.999 4.265 0.271  C7 1.243
4 N -0.892 -1.669 0.323  C6 1.433, H11 1.010, H12 1.008
5 C -0.373 2.334 -0.306  S1 1.850, C7 1.596, H14 1.147, H15 1.143
6 C 0.327 -1.752 -0.425  N4 1.433, C8 1.647, H16 1.145, H18 1.149
7 C 0.794 3.387 -0.586  O3 1.243, C5 1.596, H13 1.137
8 C 1.151 -0.331 -0.311  S1 1.876, C6 1.647, H9 1.149, H19 1.134
9 H 2.123 -0.585 0.246  C8 1.149
10 H -2.137 -3.838 1.018  O2 0.952
11 H -0.895 -1.803 1.325  N4 1.010
12 H -1.762 -1.443 -0.134  N4 1.008
13 H 1.420 3.420 -1.534  C7 1.137
14 H -1.186 2.907 0.266  C5 1.147
15 H -0.846 2.059 -1.310  C5 1.143
16 H 0.183 -2.016 -1.530  C6 1.145
17 H 1.006 1.261 1.735  S1 1.403
18 H 0.974 -2.602 -0.001  C6 1.149
19 H 1.416 0.081 -1.334  C8 1.134

---

8.
Here is C4H11NO2S in the gas phase in a non-equilibrium geometry from the Open Molecules 2025 dataset. Energies are from ωB97M-V/def2-TZVPD.

The total energy is -762.33036 hartree. As for the total charge: 0. The calculation puts the highest occupied orbital energy at -9.30 eV. As for the spin multiplicity: 1.

Bonds (Å) are listed after each position.
Positions of all 19 atoms, in Å:
1 S -3.757 -0.266 -0.205  O2 1.614, O3 1.448, C6 1.899
2 O -3.357 1.287 -0.380  S1 1.614, H11 0.926
3 O -3.873 -0.598 1.200  S1 1.448
4 N -1.107 0.215 0.205  C5 1.471, C6 1.664, H18 1.003
5 C 0.256 0.314 -0.340  N4 1.471, C7 1.500, C8 1.559, H10 1.019
6 C -2.029 -1.024 -0.413  S1 1.899, N4 1.664, H9 1.130, H16 1.122
7 C 1.030 1.407 0.335  C5 1.500, H13 1.192, H14 1.029, H17 1.116
8 C 1.065 -0.971 0.014  C5 1.559, H12 1.133, H15 1.160, H19 0.995
9 H -1.757 -1.421 -1.436  C6 1.130
10 H 0.278 0.326 -1.359  C5 1.019
11 H -2.520 1.544 -0.078  O2 0.926
12 H 1.068 -1.830 -0.725  C8 1.133
13 H 0.411 2.425 0.313  C7 1.192
14 H 1.888 1.508 -0.225  C7 1.029
15 H 0.627 -1.328 1.027  C8 1.160
16 H -1.996 -1.878 0.314  C6 1.122
17 H 1.429 1.246 1.365  C7 1.116
18 H -1.178 0.134 1.202  N4 1.003
19 H 1.998 -0.800 0.315  C8 0.995